The following is a DFT calculation (ωB97M-V with the def2-TZVPD basis set) of a cluster of 2 separate species, C18H39INO3P in total in a non-equilibrium geometry.

energy: -1628.23322 Ha
max |F|: 0.161 Eh/bohr
SMILES string: C[C@H](O)C[PH](CCCI)(CCC(N)=O)C[C@H]1CO1.CCCCCC
LUMO energy: -0.3117 eV

```
! RIJCOSX wB97M-V def2-TZVPD def2/J DEFGRID3
* xyz 0 1
C -0.558 2.801 -0.893
C -0.612 3.395 0.612
O -0.446 4.884 0.462
C 0.465 2.929 1.707
P 1.390 1.292 1.475
C -0.158 0.236 1.236
C -1.371 0.503 2.362
C -0.902 0.112 3.897
I -1.162 1.710 5.369
C 2.537 2.184 0.270
C 3.921 2.690 1.067
C 5.266 2.619 0.134
N 6.606 2.455 0.880
O 5.311 2.730 -1.197
C 2.496 -0.245 1.333
C 2.231 -1.049 -0.239
C 3.110 -2.524 -0.431
O 1.484 -2.412 -0.175
H -1.662 2.473 -1.208
H -0.255 3.629 -1.697
H 0.119 1.866 -1.072
H -1.744 3.290 0.979
H 0.407 5.003 -0.067
H -0.072 2.928 2.774
H 1.278 3.800 1.804
H 1.810 1.398 2.886
H 0.104 -0.908 1.470
H -0.616 0.217 0.147
H -2.203 -0.304 2.076
H -1.884 1.542 2.256
H 0.200 -0.348 3.860
H -1.583 -0.795 4.272
H 2.918 1.604 -0.661
H 2.080 3.207 -0.144
H 4.054 2.018 2.040
H 3.679 3.781 1.482
H 6.480 2.613 1.908
H 6.935 1.453 0.781
H 2.269 -1.091 2.135
H 3.650 -0.062 1.367
H 2.096 -0.312 -1.246
H 2.775 -3.497 -0.946
H 3.477 -2.062 -1.472
C -4.490 -3.039 -4.136
C -4.455 -3.549 -2.704
C -4.245 -2.435 -1.676
C -2.916 -1.679 -1.796
C -1.662 -2.550 -1.703
C -1.524 -3.255 -0.361
H -3.546 -2.570 -4.423
H -4.668 -3.871 -4.827
H -5.294 -2.310 -4.271
H -3.681 -4.315 -2.604
H -5.407 -4.047 -2.487
H -4.332 -2.862 -0.671
H -5.063 -1.709 -1.765
H -2.879 -0.916 -1.008
H -2.891 -1.130 -2.745
H -0.781 -1.913 -1.852
H -1.645 -3.290 -2.510
H -1.488 -2.529 0.458
H -0.599 -3.841 -0.336
H -2.354 -3.943 -0.178
*
```

Löwdin population analysis, charges in e, atoms 1 to 2: number 1, C, carries -0.092; number 2, C, carries -0.394